# 1
Molecular formula: C20H39F6N4O4PTi
Method: DFT, ωB97M-V/def2-TZVPD

Geometry as XYZ:
```
75
C20H39F6N4O4PTi | OMol25 | ωB97M-V/def2-TZVPD
Ti -0.018 -0.167 0.374
C -3.421 -1.047 2.650
C -2.541 -1.872 1.717
C -3.052 -1.981 0.270
C -3.292 -0.747 -0.627
C -4.311 0.231 -0.032
C -3.838 -1.269 -1.958
N -1.990 -0.030 -0.838
C -1.981 1.138 -1.768
C -1.500 0.812 -3.186
N -0.131 0.350 -3.251
C 0.906 1.320 -3.272
C 1.331 1.811 -1.834
O 1.963 2.794 -1.661
O 0.838 0.964 -0.938
C 0.106 -1.095 -3.355
C 0.048 -1.543 -4.815
C 1.425 -1.586 -2.710
C 1.379 -2.637 -1.574
C 0.354 -3.734 -1.819
C 2.780 -3.241 -1.463
N 1.064 -1.904 -0.289
C 1.132 -2.652 1.015
C -0.259 -2.807 1.650
N -1.064 -1.529 1.742
C -0.671 -0.746 2.964
C -1.014 0.753 2.903
O -1.117 1.439 3.851
O -1.143 1.334 1.579
H -4.460 -1.288 2.432
H -3.323 0.031 2.556
H -3.251 -1.305 3.692
H -2.589 -2.896 2.106
H -4.007 -2.509 0.322
H -2.376 -2.652 -0.275
H -5.128 -0.318 0.431
H -4.750 0.850 -0.812
H -3.883 0.899 0.713
H -4.756 -1.829 -1.782
H -3.129 -1.938 -2.450
H -4.083 -0.454 -2.635
H -1.713 0.769 0.983
H -1.328 -0.716 -1.214
H -1.326 1.907 -1.354
H -2.984 1.563 -1.790
H -1.595 1.738 -3.763
H -2.143 0.069 -3.662
H 0.596 2.254 -3.747
H 1.840 0.949 -3.697
H -0.744 -1.567 -2.848
H 0.873 -1.095 -5.371
H -0.887 -1.238 -5.286
H 0.131 -2.627 -4.900
H 2.009 -0.745 -2.334
H 2.027 -2.029 -3.504
H 0.497 -4.162 -2.810
H -0.673 -3.369 -1.755
H 0.466 -4.547 -1.099
H 3.055 -3.696 -2.413
H 2.835 -4.022 -0.705
H 3.521 -2.478 -1.221
H 1.848 -1.218 -0.245
H 1.821 -2.135 1.687
H 1.533 -3.655 0.865
H -0.170 -3.249 2.647
H -0.832 -3.496 1.028
H 0.414 -0.806 3.089
H -1.115 -1.147 3.877
F 1.545 0.388 1.583
P 3.415 0.541 1.805
F 3.038 1.399 3.080
F 3.458 -0.397 0.482
F 3.300 1.809 0.879
F 3.234 -0.803 2.671
F 4.968 0.593 1.977
```

## Properties
Orbital gap (alpha / beta) (eV): 7.0 / 7.4
Charge: +1
E_tot (eV): -84234.55237
Multiplicity: 2
Energy relative to the best compared isomer or geometry (same formula, charge and spin) (kcal per mole): 45.50

---

# 2
Molecular formula: C20H39IrN3O4PS3
Method: DFT, ωB97M-V/def2-TZVPD

Geometry as XYZ:
```
71
C20H39IrN3O4PS3 | OMol25 | ωB97M-V/def2-TZVPD
Ir -0.594 -0.679 -0.407
C -2.450 -2.734 -1.958
C -3.311 -1.758 -1.193
N -2.659 -0.428 -1.067
C -2.733 0.489 -2.216
C -1.762 0.125 -3.305
S -0.109 -0.252 -2.616
C 0.241 -1.878 -3.374
C -0.002 -3.016 -2.405
N -1.061 -2.675 -1.446
H -2.449 -2.517 -3.025
H -2.856 -3.741 -1.851
H -3.467 -2.132 -0.180
H -4.293 -1.658 -1.661
H -3.143 0.063 -0.321
H -2.486 1.476 -1.825
H -3.741 0.544 -2.636
H -1.644 0.983 -3.968
H -2.061 -0.714 -3.926
H 1.292 -1.872 -3.660
H -0.341 -1.907 -4.295
H 0.905 -3.168 -1.837
H -0.203 -3.944 -2.946
H -0.960 -3.332 -0.676
C 0.545 0.820 5.368
O -0.138 0.425 4.135
C -0.241 -0.841 3.898
S 0.341 -2.124 4.735
S -1.121 -1.479 2.577
H 0.517 1.902 5.373
H 1.569 0.452 5.349
H 0.005 0.414 6.220
C 2.620 -0.155 1.984
O 1.985 -1.434 1.749
P 1.290 -1.767 0.385
O 2.395 -1.644 -0.740
C 3.668 -2.361 -0.644
O 1.036 -3.312 0.486
C 0.779 -4.151 1.660
H 3.276 -0.293 2.837
H 1.855 0.590 2.211
H 3.203 0.150 1.116
H 4.359 -1.841 -1.297
H 3.529 -3.386 -0.977
H 4.034 -2.348 0.381
H 0.964 -5.168 1.330
H -0.250 -4.031 1.980
H 1.462 -3.876 2.457
C 1.291 4.829 -0.851
N 1.303 3.437 -1.414
C 0.174 3.274 -2.371
C 1.362 2.340 -0.344
C 0.149 2.239 0.541
C -0.002 3.211 1.531
C -1.082 3.212 2.400
C -2.021 2.207 2.298
C -1.851 1.195 1.358
C -0.767 1.160 0.470
H 1.370 5.528 -1.679
H 2.141 4.952 -0.186
H 0.358 4.985 -0.321
H 2.172 3.345 -1.940
H -0.754 3.330 -1.806
H 0.273 2.312 -2.863
H 0.213 4.076 -3.103
H 2.246 2.591 0.241
H 1.532 1.397 -0.863
H 0.752 3.982 1.643
H -1.182 3.989 3.146
H -2.880 2.187 2.958
H -2.592 0.406 1.375
```

## Properties
Orbital gap (alpha / beta) (eV): 6.8 / 6.4
Charge: +3
E_tot (eV): -78642.60723
Multiplicity: 2
Energy relative to the best compared isomer or geometry (same formula, charge and spin) (kcal per mole): 0.00

---

# 3
Molecular formula: C20H40AgAsF6O15
Method: DFT, ωB97M-V/def2-TZVPD

Geometry as XYZ:
```
83
C20H40AgAsF6O15 | OMol25 | ωB97M-V/def2-TZVPD
Ag -16.315 6.019 -5.426
As -21.327 9.363 -8.463
F -22.556 10.131 -7.348
F -22.503 9.520 -9.836
F -20.070 8.817 -9.586
F -20.014 9.279 -7.138
F -21.918 7.703 -8.102
F -20.668 10.976 -8.753
C -18.332 -1.391 -2.365
C -18.612 0.088 -2.440
O -19.824 0.519 -1.828
C -20.140 1.778 -1.881
O -19.522 2.692 -2.464
O -21.301 2.096 -1.152
C -21.431 3.465 -0.665
H -18.301 -1.676 -1.313
H -17.415 -1.701 -2.867
H -19.098 -1.899 -2.950
H -18.641 0.323 -3.504
H -17.700 0.607 -2.147
H -22.082 4.139 -1.222
H -20.538 4.088 -0.718
H -21.846 3.387 0.340
C -12.479 11.427 1.913
C -13.669 11.960 0.972
O -13.923 11.002 -0.036
C -15.105 10.792 -0.748
O -15.287 9.930 -1.593
O -16.052 11.685 -0.378
C -17.350 11.762 -0.912
H -11.616 11.252 1.269
H -12.804 10.508 2.400
H -12.309 12.174 2.688
H -13.464 12.928 0.514
H -14.568 12.085 1.575
H -17.424 12.390 -1.799
H -17.990 12.401 -0.302
H -17.939 10.851 -1.017
C -9.181 6.534 -8.693
C -10.590 6.496 -9.267
O -10.859 7.798 -9.866
C -12.018 8.438 -9.454
O -12.720 7.984 -8.488
O -12.232 9.511 -10.202
C -13.141 10.566 -9.790
H -9.096 7.314 -7.936
H -8.583 6.946 -9.506
H -8.779 5.559 -8.417
H -11.407 6.101 -8.664
H -10.697 5.680 -9.982
H -13.377 11.263 -10.595
H -12.735 11.166 -8.976
H -14.048 10.137 -9.365
C -10.725 -0.035 -5.168
C -11.663 1.044 -4.776
O -10.755 1.998 -4.177
C -11.283 3.080 -3.731
O -12.489 3.351 -3.753
O -10.274 3.799 -3.143
C -10.616 5.080 -2.585
H -11.288 -0.943 -5.385
H -10.113 -0.385 -4.337
H -10.120 0.124 -6.061
H -12.411 0.766 -4.034
H -12.127 1.452 -5.674
H -9.816 5.350 -1.896
H -11.547 4.897 -2.050
H -10.765 5.844 -3.349
C -16.929 -3.801 -9.415
C -17.435 -2.498 -10.051
O -16.891 -1.355 -9.395
C -17.525 -0.134 -9.210
O -17.153 0.835 -8.458
O -18.617 -0.078 -10.072
C -19.481 1.042 -10.101
H -17.315 -3.598 -8.416
H -15.845 -3.914 -9.420
H -17.291 -4.745 -9.823
H -18.487 -2.407 -9.780
H -17.252 -2.549 -11.124
H -18.996 1.958 -10.438
H -19.870 0.937 -9.088
H -20.207 0.715 -10.846
```

## Properties
Orbital gap (eV): 6.1
E_tot (eV): -133239.85489
Energy relative to the best compared isomer or geometry (same formula, charge and spin) (kcal per mole): 209.13